Formula: C42H74BrN4O13S4
Source: the OMol25 dataset
Level of theory: wB97M-V/def2-TZVPD

HOMO-LUMO gap	7.654	eV
energy	-190704.3480	eV
E_LUMO	-3.67	eV
HOMO	-11.32	eV

Geometry as ORCA input:
```
! RIJCOSX wB97M-V def2-TZVPD def2/J DEFGRID3
* xyz 1 1
C -3.38 -7.00 -1.55
N -3.60 -5.55 -1.27
C -2.64 -5.03 -0.23
C -1.36 -4.45 -0.89
C -1.41 -2.98 -1.27
C -2.64 -2.06 -1.05
C -3.76 -2.40 -2.15
C -5.23 -2.01 -1.69
C -6.25 -3.21 -1.69
C -6.74 -3.65 -3.13
C -7.73 -4.88 -2.90
O -7.74 -5.81 -4.01
C -6.97 -6.95 -3.75
C -5.56 -6.98 -4.48
O -7.30 -7.85 -3.02
C -0.22 -2.38 -1.91
C 0.93 -3.25 -2.17
C 2.17 -2.54 -2.86
C 2.43 -1.17 -2.06
C 2.57 -1.39 -0.51
Br 2.91 0.35 0.41
N 0.96 -4.61 -1.84
N 2.12 -5.26 -2.21
C 2.99 -5.64 -1.10
C 4.52 -5.86 -1.46
O 2.68 -5.75 0.05
C 1.94 -6.27 -3.25
C 2.39 -7.77 -3.20
O 1.33 -5.92 -4.24
C -0.14 -5.23 -1.18
C -0.08 -6.75 -0.77
C -0.28 -6.98 0.77
O 0.35 -6.44 1.65
N -1.36 -7.89 1.17
C -1.58 -7.74 2.63
C -1.05 -9.30 0.79
H -2.65 -7.11 -2.40
H -4.34 -7.46 -1.90
H -3.02 -7.59 -0.66
H -4.50 -5.53 -0.77
H -2.47 -5.83 0.53
H -3.22 -4.21 0.30
H -2.33 -0.99 -1.21
H -3.07 -2.18 -0.01
H -3.51 -1.73 -3.02
H -3.68 -3.45 -2.54
H -5.66 -1.20 -2.34
H -5.18 -1.61 -0.64
H -5.91 -4.12 -1.15
H -7.17 -2.84 -1.14
H -7.38 -2.84 -3.58
H -5.93 -3.98 -3.82
H -7.44 -5.47 -1.98
H -8.79 -4.55 -2.72
H -4.96 -7.88 -4.21
H -5.80 -7.03 -5.58
H -5.01 -6.04 -4.21
H -0.25 -1.30 -2.16
H 3.12 -3.13 -2.75
H 1.91 -2.25 -3.91
H 1.66 -0.38 -2.29
H 3.44 -0.81 -2.41
H 1.65 -1.80 -0.02
H 3.46 -2.04 -0.26
H 4.77 -6.96 -1.43
H 4.79 -5.40 -2.45
H 5.13 -5.39 -0.63
H 1.59 -8.37 -2.70
H 2.44 -8.12 -4.27
H 3.37 -7.95 -2.69
H -0.85 -7.30 -1.39
H 0.90 -7.23 -1.04
H -2.47 -8.36 2.96
H -0.72 -8.12 3.25
H -1.84 -6.68 2.91
H -0.78 -9.85 1.73
H -2.02 -9.76 0.42
H -0.25 -9.33 0.01
C 5.05 4.55 2.58
C 4.27 5.74 3.16
C 3.20 6.13 2.14
S 2.80 4.64 1.23
O 3.22 4.82 -0.15
O 1.47 4.20 1.58
C 3.99 3.59 2.04
H 5.68 4.08 3.32
H 5.68 4.90 1.76
H 3.79 5.43 4.10
H 4.92 6.58 3.39
H 2.29 6.50 2.62
H 3.57 6.87 1.43
H 4.39 2.86 1.34
H 3.48 3.08 2.86
C 1.84 6.82 -1.99
C 1.62 6.83 -3.51
C 1.53 8.29 -3.95
S 2.51 9.23 -2.77
O 1.62 10.10 -2.03
O 3.70 9.71 -3.41
C 2.93 7.84 -1.72
H 2.12 5.83 -1.63
H 0.91 7.11 -1.48
H 2.46 6.34 -4.00
H 0.72 6.28 -3.79
H 1.94 8.44 -4.95
H 0.51 8.66 -3.91
H 2.97 8.16 -0.68
H 3.90 7.47 -2.04
C 4.26 11.68 3.76
C 3.08 11.98 2.84
C 2.50 10.64 2.39
S 2.87 9.47 3.70
O 3.79 8.48 3.18
O 1.65 9.10 4.37
C 3.78 10.61 4.73
H 4.60 12.57 4.29
H 5.10 11.31 3.17
H 2.32 12.54 3.40
H 3.37 12.59 1.99
H 1.42 10.69 2.25
H 2.97 10.29 1.48
H 4.59 10.08 5.23
H 3.09 11.02 5.46
C -1.02 3.85 4.74
C -1.23 3.08 6.05
C -1.97 1.78 5.70
S -1.51 1.38 4.02
O -2.69 1.48 3.18
O -0.67 0.21 4.02
C -0.50 2.83 3.74
H -0.32 4.68 4.87
H -1.98 4.26 4.40
H -0.26 2.84 6.49
H -1.80 3.67 6.78
H -1.68 0.96 6.36
H -3.05 1.91 5.73
H -0.60 3.15 2.70
H 0.53 2.56 3.95
*
```


Formula: C3H4ClIN2S
Source: the OMol25 dataset
Level of theory: wB97M-V/def2-TZVPD

SMILES	C/C(I)=N/S.N#CCl
HOMO-LUMO gap	9.245	eV
energy above the lowest of the compared OMol25 structures with the same formula, charge and spin	0.0	kcal per mole
energy	-37612.7014	eV
E_LUMO	0.35	eV
HOMO	-8.89	eV

Geometry as ORCA input:
```
! RIJCOSX wB97M-V def2-TZVPD def2/J DEFGRID3
* xyz 0 1
C -1.08 -0.51 -0.15
C 2.33 1.76 0.85
C -0.61 -1.60 0.73
N 1.75 0.79 1.06
N -0.48 -0.19 -1.19
S -0.88 0.99 -2.28
Cl 3.12 3.12 0.57
I -2.90 0.46 0.53
H -0.41 -1.21 1.73
H 0.31 -2.02 0.32
H -1.37 -2.38 0.81
H 0.23 0.80 -3.00
*
```


Formula: C3H2Cl2N2
Source: the OMol25 dataset
Level of theory: wB97M-V/def2-TZVPD

HOMO-LUMO gap (spin up / spin down)	8.361 / 7.014	eV
energy above the lowest of the compared OMol25 structures with the same formula, charge and spin	112.4	kcal per mole
energy	-31163.5685	eV
E_LUMO (spin up / spin down)	-0.45 / -1.21	eV
HOMO (spin up / spin down)	-8.81 / -8.22	eV

Geometry as ORCA input:
```
! RIJCOSX wB97M-V def2-TZVPD def2/J DEFGRID3
* xyz 0 1
C -2.50 -0.71 0.76
C -0.08 -1.16 -0.54
C -1.97 0.54 0.54
N -2.86 -1.82 0.69
N 0.72 -0.38 -1.01
Cl -0.45 -2.76 -0.45
Cl -2.57 1.47 -0.78
H -1.03 1.04 0.89
H 1.63 -0.45 -1.27
*
```